Computed, not measured: 10 unconnected molecules or ions with the total composition C51H74O9S3 in a non-equilibrium geometry, with ωB97M-V with the def2-TZVPD basis set.

Geometry as ORCA input:
```
! RIJCOSX wB97M-V def2-TZVPD def2/J DEFGRID3
* xyz 0 1
C 1.14441 1.92651 1.69124
C -0.11408 1.11378 1.49784
O -0.30919 0.91645 0.08577
S -1.67261 0.28252 -0.40177
C -1.24965 -1.42789 -0.43043
O -2.68374 0.51070 0.57515
O -1.83900 0.70015 -1.75027
H 1.16711 2.26396 2.73215
H 1.12727 2.82926 1.07833
H 2.05279 1.36846 1.48211
H -0.04508 0.14227 1.98794
H -0.96095 1.62584 1.95310
H -2.13170 -1.93473 -0.82682
H -1.07963 -1.79165 0.58212
H -0.38314 -1.56111 -1.07244
C -1.53822 1.77547 5.38864
C -0.95494 0.39652 5.58962
O -1.27795 -0.37029 4.40287
S -0.76975 -1.86420 4.27807
C -1.62558 -2.62587 5.63249
O -1.34924 -2.33376 3.07052
O 0.63246 -1.88953 4.49164
H -2.57222 1.71125 5.05073
H -0.98369 2.32658 4.62768
H -1.50294 2.37267 6.29847
H 0.13261 0.41783 5.66316
H -1.38384 -0.06121 6.48184
H -1.52006 -3.70280 5.53621
H -2.65622 -2.29825 5.52699
H -1.17616 -2.29769 6.56501
C 2.51761 5.06237 3.22369
C 2.66367 4.55347 4.64448
O 1.37765 4.35577 5.27378
S 0.67308 5.49092 6.10414
C 1.35349 5.24244 7.72143
O 1.06208 6.77958 5.64449
O -0.70089 5.11844 6.12552
H 3.36360 4.66004 2.66778
H 2.54813 6.14968 3.19558
H 1.56688 4.71720 2.82550
H 3.09669 3.55278 4.64908
H 3.32517 5.18405 5.24052
H 2.33774 5.70385 7.73621
H 1.44147 4.17154 7.88735
H 0.67219 5.68585 8.44068
C -3.88055 4.32247 -5.77199
C -4.38056 5.01660 -4.67874
C -4.00695 4.68179 -3.38498
C -3.21280 3.56305 -3.15963
C -2.80658 2.80068 -4.24580
C -3.07771 3.21109 -5.54430
H -4.09908 4.66135 -6.77558
H -4.99491 5.89898 -4.82012
H -4.38200 5.25311 -2.54532
H -2.87578 3.29731 -2.16669
H -2.13914 1.96194 -4.08427
H -2.72181 2.60449 -6.36894
C 1.75921 -2.21977 1.31688
C 2.49397 -1.71196 0.24705
C 2.78407 -2.53335 -0.83597
C 2.31027 -3.83675 -0.88792
C 1.58004 -4.34095 0.18759
C 1.29293 -3.52466 1.27467
H 1.45978 -1.56348 2.12304
H 2.76663 -0.66433 0.23478
H 3.31619 -2.12992 -1.69055
H 2.46585 -4.46505 -1.75548
H 1.20427 -5.35612 0.21059
H 0.76907 -3.92591 2.13282
C 6.41131 1.18332 -0.00352
C 5.72819 2.09892 0.77705
C 4.40000 2.36450 0.49299
C 3.76756 1.80502 -0.60937
C 4.45136 0.85370 -1.35490
C 5.76231 0.51816 -1.03243
H 7.45805 0.96315 0.16968
H 6.19789 2.64269 1.58608
H 3.84502 3.08892 1.07952
H 2.76659 2.10123 -0.89386
H 3.96939 0.41512 -2.22205
H 6.30449 -0.19081 -1.64416
C 5.97899 -1.12586 4.08486
C 5.77484 -0.98502 5.44963
C 4.58059 -0.47086 5.93973
C 3.59624 -0.06197 5.05711
C 3.81535 -0.14898 3.68444
C 4.99417 -0.69573 3.20516
H 6.84820 -1.61781 3.66848
H 6.56038 -1.29501 6.12841
H 4.47989 -0.36283 7.01246
H 2.64822 0.32982 5.40694
H 3.04815 0.20154 3.00745
H 5.11306 -0.74574 2.12840
C 1.39972 0.65483 -6.18053
C 1.80210 -0.66190 -6.28435
C 1.61027 -1.51643 -5.20854
C 1.03131 -1.07297 -4.01838
C 0.59987 0.24103 -3.93929
C 0.81390 1.11081 -5.00150
H 1.58390 1.37449 -6.96880
H 2.29636 -1.04542 -7.16780
H 1.96559 -2.54018 -5.25423
H 0.84826 -1.83116 -3.26617
H 0.14296 0.62944 -3.03751
H 0.40145 2.11225 -4.97963
C -5.58440 -4.53968 -2.04621
C -6.20607 -3.36812 -2.43959
C -5.94693 -2.18939 -1.75439
C -5.06950 -2.19121 -0.68478
C -4.46553 -3.37492 -0.28384
C -4.69164 -4.55076 -0.97938
H -5.77695 -5.47829 -2.55434
H -6.93052 -3.36775 -3.24423
H -6.43966 -1.27834 -2.06969
H -4.77870 -1.24451 -0.24296
H -3.77850 -3.37335 0.55641
H -4.26828 -5.49424 -0.66252
C -1.02427 -4.61477 -2.59281
C -1.31958 -4.02314 -3.97087
C -2.36227 -2.92633 -3.91336
C -2.77456 -2.38799 -5.27579
C -3.86604 -1.33773 -5.19907
C -4.30808 -0.80008 -6.54460
H -1.90800 -5.09966 -2.16930
H -0.64591 -3.85317 -1.90960
H -0.28339 -5.41678 -2.66188
H -0.37528 -3.63413 -4.35814
H -1.67213 -4.84866 -4.59580
H -2.00443 -2.06321 -3.33404
H -3.28471 -3.23244 -3.40195
H -1.89597 -2.02274 -5.82705
H -3.11332 -3.21464 -5.91816
H -4.74168 -1.81990 -4.73802
H -3.61488 -0.56162 -4.46961
H -5.06969 -0.02855 -6.41613
H -3.47697 -0.35444 -7.10017
H -4.71821 -1.57955 -7.18878
*
```

Calculated values
**HOMO-LUMO gap**: 9.02 eV
**Total energy**: -105019.86731 eV
**SMILES string**: CCOS(C)(=O)=O.CCOS(C)(=O)=O.CCOS(C)(=O)=O.c1ccccc1.c1ccccc1.c1ccccc1.c1ccccc1.c1ccccc1.c1ccccc1.CCCCCC
**Strongest force on any atom**: 0.025 hartree/bohr